(1)
{"formula": "C7H8NO3", "method": "ωB97M-V with the def2-TZVPD basis set", "species": ["C", "C", "C", "C", "C", "C", "C", "N", "O", "O", "O", "H", "H", "H", "H", "H", "H", "H", "H"], "positions_angstrom": [[-0.92608, -1.18561, -0.58019], [-0.20836, -0.34619, 0.14421], [-2.09199, 1.55308, 0.09462], [-3.25208, -0.60670, 0.02644], [1.63991, 1.07375, -0.68726], [2.02405, -0.54468, 1.18717], [1.27533, -0.30164, -0.12541], [-3.00813, 0.76661, 0.13269], [-1.50928, 2.56266, 0.06852], [-4.37013, -1.00311, 0.28284], [-2.33202, -1.41774, -0.39278], [-0.62330, -1.92275, -1.35428], [2.72096, 1.18673, -0.80666], [1.27590, 1.85078, -0.01971], [1.16824, 1.21422, -1.65830], [3.10496, -0.46120, 1.04658], [1.79509, -1.53688, 1.57323], [1.70998, 0.18922, 1.92752], [1.60695, -1.07056, -0.85925]], "forces_ev_per_angstrom": [[-3.9, -2.1, -1.3], [2.2, 0.0, -0.3], [0.4, -0.9, 0.6], [-0.2, 1.9, 0.8], [0.3, -0.1, -0.2], [0.2, -0.1, -0.2], [-0.1, 1.2, 1.0], [-0.4, -1.2, -0.4], [1.0, 1.8, -0.5], [-1.3, -0.8, 0.2], [2.1, -1.1, -1.1], [0.3, 0.8, 0.8], [0.1, 0.0, 0.0], [0.0, 0.1, 0.0], [-0.1, 0.1, 0.0], [0.1, 0.0, 0.1], [0.0, 0.0, 0.1], [0.0, 0.1, 0.1], [-0.7, 0.2, 0.3]], "e_above_lowest_kj_mol": 165.2, "lumo_ha": [0.1357, 0.0968], "energy_ev": -15017.1725, "max_force_ev_per_a": 4.64, "homo_lumo_gap_ev": [3.23, 7.35], "multiplicity": 3, "total_charge": -1, "s2": 2.01}

(2)
{"formula": "C3H5Cl2NS", "method": "ωB97M-V with the def2-TZVPD basis set", "species": ["C", "C", "N", "Cl", "C", "S", "Cl", "H", "H", "H", "H", "H"], "positions_angstrom": [[-0.42703, -1.39124, -0.72095], [-0.76940, -0.00198, -0.20038], [0.11981, 0.70023, 0.73632], [-0.54662, 1.01002, 2.27229], [1.36391, 1.19162, 0.54214], [2.23981, 2.20135, 1.41766], [1.86593, 0.81223, -1.09924], [0.51807, -1.80512, -0.17650], [-1.30727, -2.06480, -0.48509], [-0.30896, -1.44505, -1.77357], [-1.07488, 0.77111, -0.97222], [-1.67337, 0.02163, 0.45954]], "forces_ev_per_angstrom": [[0.3, -1.3, 2.4], [-2.1, 2.0, 0.3], [1.0, -0.3, 0.6], [0.0, 0.0, 0.0], [-0.8, 0.2, -1.3], [0.5, 0.2, 0.8], [0.1, -0.3, -0.2], [-1.7, 0.7, -1.1], [1.1, 0.6, -0.1], [0.5, 0.2, -0.9], [0.7, -1.1, 0.3], [0.5, -0.8, -0.9]], "e_above_lowest_kj_mol": 175.6, "lumo_ha": 0.0172, "energy_ev": -40560.4890, "max_force_ev_per_a": 2.88, "homo_lumo_gap_ev": 9.29, "smiles": "CCN(Cl)C(=S)Cl"}

(3)
{"formula": "C5H10N2S", "method": "ωB97M-V with the def2-TZVPD basis set", "species": ["C", "N", "C", "C", "S", "N", "C", "C", "H", "H", "H", "H", "H", "H", "H", "H", "H", "H"], "positions_angstrom": [[-2.00573, -0.52491, -0.86891], [-1.42594, -0.47033, 0.45984], [-0.27040, -1.32725, 0.61952], [1.01991, -0.78693, 0.02291], [2.33843, -1.74446, -0.18511], [0.98363, 0.51701, -0.36284], [2.02411, 1.49713, -0.24000], [0.68826, 1.68616, 0.42391], [-2.26777, -1.55262, -1.17663], [-1.29055, -0.11957, -1.59803], [-2.91932, 0.09989, -0.90391], [-2.10841, -0.72110, 1.15073], [-0.08445, -1.47105, 1.69665], [-0.40923, -2.30993, 0.20243], [2.88003, 1.24766, 0.38354], [2.25889, 2.05496, -1.13588], [-0.05491, 2.37652, 0.01105], [0.64345, 1.54881, 1.50074]], "forces_ev_per_angstrom": [[-0.4, 0.2, -0.3], [0.3, 0.2, 0.0], [0.2, 0.5, 0.5], [0.2, 0.2, -0.1], [-0.2, 0.2, 0.1], [0.1, -0.2, 0.1], [0.0, 0.0, 0.1], [-0.3, 0.2, 0.0], [0.0, 0.2, 0.0], [-0.2, -0.1, 0.2], [0.5, -0.3, 0.0], [-0.3, 0.0, 0.2], [0.0, 0.1, -0.3], [-0.1, -0.7, -0.3], [-0.2, -0.1, -0.1], [0.0, 0.0, 0.0], [0.3, -0.3, 0.1], [0.0, 0.0, -0.1]], "e_above_lowest_kj_mol": 189.1, "lumo_ha": 0.0229, "energy_ev": -19160.9454, "max_force_ev_per_a": 0.72, "homo_lumo_gap_ev": 8.98, "smiles": "CNCC(=S)N1CC1"}

(4)
{"formula": "C16H16Cl32NO", "method": "ωB97M-V with the def2-TZVPD basis set", "species": ["O", "C", "C", "C", "C", "C", "C", "C", "N", "C", "H", "H", "H", "H", "H", "H", "H", "H", "H", "H", "H", "H", "H", "H", "H", "H", "C", "Cl", "Cl", "Cl", "Cl", "C", "Cl", "Cl", "Cl", "Cl", "C", "Cl", "Cl", "Cl", "Cl", "C", "Cl", "Cl", "Cl", "Cl", "C", "Cl", "Cl", "Cl", "Cl", "C", "Cl", "Cl", "Cl", "Cl", "C", "Cl", "Cl", "Cl", "Cl", "C", "Cl", "Cl", "Cl", "Cl"], "positions_angstrom": [[-1.21969, -0.12219, -1.27340], [-0.16816, -0.86357, -1.87227], [0.95452, 0.01301, -2.42005], [2.34584, -0.45991, -2.04537], [2.66540, -0.24234, -0.55875], [2.66746, -1.52374, 0.28443], [4.02745, -1.71976, 0.98021], [3.92383, -0.68168, 2.03055], [2.70361, -0.50690, 2.35884], [1.79660, -1.35442, 1.55620], [-1.15090, 0.79683, -1.54835], [0.17785, -1.60830, -1.15674], [-0.60105, -1.41223, -2.70764], [0.89241, -0.00172, -3.49676], [0.84913, 1.03229, -2.05437], [3.04459, 0.13332, -2.62888], [2.52073, -1.48448, -2.36000], [1.91506, 0.43849, -0.16217], [3.61351, 0.27691, -0.47484], [2.29712, -2.40461, -0.22362], [4.93001, -1.65166, 0.38761], [4.06340, -2.66135, 1.53935], [4.75207, -0.14140, 2.45880], [2.41354, 0.13603, 3.08775], [0.89535, -0.81240, 1.29981], [1.61622, -2.29100, 2.06940], [0.19293, 0.69733, -6.83510], [1.77493, 1.12096, -6.16106], [-0.33310, 1.96456, -7.93436], [0.31473, -0.83417, -7.69716], [-0.97618, 0.53515, -5.51537], [-1.07141, -1.24040, 4.52703], [0.43285, -0.28583, 4.59830], [-1.14222, -2.06284, 2.96149], [-1.06740, -2.42376, 5.82697], [-2.44522, -0.16224, 4.68456], [-0.04786, -5.23810, 8.86172], [0.36268, -4.79319, 10.51359], [1.35748, -4.98837, 7.81509], [-0.53523, -6.92792, 8.79919], [-1.37851, -4.21949, 8.29133], [1.62639, 4.04451, 6.24134], [3.31106, 4.12162, 6.76290], [1.31220, 5.29322, 5.03646], [1.30480, 2.45503, 5.51615], [0.56458, 4.26843, 7.62493], [-0.92408, 7.47407, 1.76256], [-0.37370, 7.91296, 0.14626], [-1.79653, 5.93909, 1.69443], [0.47587, 7.29746, 2.83027], [-1.98518, 8.72934, 2.39109], [-4.83717, -1.53840, 0.03584], [-5.46470, -3.13283, -0.38297], [-6.09199, -0.59341, 0.84155], [-3.45674, -1.73005, 1.12643], [-4.32228, -0.70577, -1.42860], [-0.29398, 5.99185, -9.84107], [0.22153, 6.74909, -11.34478], [-0.77473, 4.32034, -10.16035], [1.04094, 5.99976, -8.68425], [-1.66262, 6.87627, -9.16800], [-5.24530, -6.06908, -3.34593], [-3.65090, -5.75602, -2.64604], [-5.72652, -4.69431, -4.34037], [-5.17680, -7.52462, -4.33614], [-6.41812, -6.29257, -2.04582]], "forces_ev_per_angstrom": [[0.2, 0.1, 0.5], [-0.5, 0.3, -0.5], [0.2, -0.7, 0.2], [0.4, 0.5, -0.1], [-0.4, -0.4, -0.4], [-0.1, -0.2, 1.2], [0.1, -0.1, -0.1], [0.1, -0.2, -0.1], [0.3, 0.3, 0.3], [0.3, 0.7, -1.1], [-0.1, 0.0, -0.1], [0.1, 0.0, 0.3], [0.0, -0.3, -0.1], [-0.1, 0.4, -0.3], [-0.1, 0.2, -0.1], [0.2, 0.1, -0.1], [-0.1, -0.3, 0.1], [-0.1, 0.2, 0.1], [0.3, 0.0, 0.1], [0.2, -0.1, -0.4], [0.0, 0.1, -0.2], [0.1, -0.2, -0.1], [0.0, 0.1, 0.4], [-0.2, -0.1, 0.0], [-0.3, -0.1, 0.4], [-0.2, -0.1, 0.2], [0.0, 0.0, -0.1], [0.0, 0.0, 0.0], [0.0, 0.0, 0.1], [0.0, 0.0, 0.0], [-0.1, 0.0, 0.0], [-0.3, -0.2, 0.0], [0.0, -0.2, 0.1], [0.2, -0.1, 0.2], [0.1, 0.2, -0.2], [0.0, 0.0, 0.0], [0.0, 0.0, 0.0], [0.0, 0.0, 0.0], [0.0, 0.0, 0.0], [0.0, 0.0, 0.0], [-0.1, -0.1, 0.2], [0.1, 0.2, 0.0], [0.0, 0.0, 0.0], [0.0, -0.2, 0.1], [0.0, 0.1, 0.1], [0.0, 0.0, 0.0], [0.0, 0.0, 0.0], [0.0, 0.0, 0.0], [0.0, 0.0, 0.0], [0.0, 0.2, -0.1], [0.0, 0.0, 0.0], [-0.1, 0.0, -0.1], [0.0, 0.0, 0.0], [0.0, 0.0, 0.0], [-0.2, 0.1, -0.1], [-0.1, 0.0, 0.0], [0.0, 0.0, 0.0], [0.0, 0.0, 0.0], [-0.1, 0.0, -0.1], [0.0, 0.0, 0.0], [0.0, 0.0, 0.0], [0.0, 0.0, 0.0], [0.0, 0.0, 0.0], [0.0, 0.0, 0.0], [0.0, 0.0, 0.0], [0.0, 0.0, 0.1]], "e_above_lowest_kj_mol": 0.0, "lumo_ha": -0.1501, "energy_ev": -421096.7833, "max_force_ev_per_a": 1.30, "homo_lumo_gap_ev": 8.45, "total_charge": 1}